A molecular structure, C47H52Br2CaF3IN2O8P3 in a non-equilibrium geometry. Source: the OMol25 dataset; level of theory: ωB97M-V/def2-TZVPD.

Structure (XYZ):
```
119
Properties=species:S:1:pos:R:3
Ca -0.445 0.296 0.736
Br -2.570 1.777 7.508
C -2.022 1.451 5.743
C -0.848 0.771 5.487
C -0.514 0.538 4.162
N -1.258 0.941 3.132
C -2.376 1.628 3.396
C -2.803 1.894 4.687
C -3.152 2.125 2.225
C -3.869 3.313 2.305
C -4.549 3.740 1.180
Br -5.494 5.362 1.213
C -4.514 2.980 0.025
C -3.761 1.820 0.043
N -3.077 1.402 1.108
H -0.205 0.422 6.283
H 0.389 0.000 3.912
H -3.732 2.414 4.872
H -3.866 3.909 3.206
H -5.051 3.277 -0.865
H -3.691 1.198 -0.841
C -0.134 1.959 -5.981
C 0.697 1.669 -4.752
C 1.766 2.711 -4.529
O -0.242 1.639 -3.614
P -0.130 0.739 -2.337
O -1.396 0.715 -1.555
C 1.174 1.420 -1.261
P 0.639 2.905 -0.315
O -0.470 2.469 0.575
O 1.839 3.417 0.508
C 3.045 4.205 0.201
C 3.706 3.729 -1.069
C 2.679 5.669 0.201
O 0.231 3.989 -1.369
C -1.198 4.384 -1.538
C -1.322 4.964 -2.921
C -1.559 5.366 -0.447
O 0.443 -0.666 -2.707
C -0.273 -1.837 -3.278
C -1.277 -2.370 -2.282
C -0.878 -1.505 -4.618
H 0.515 2.047 -6.854
H -0.663 2.906 -5.856
H -0.864 1.178 -6.174
H 1.147 0.675 -4.809
H 1.354 3.718 -4.565
H 2.511 2.623 -5.322
H 2.280 2.585 -3.579
H 2.085 1.618 -1.824
H 1.488 0.653 -0.533
H 3.681 3.966 1.050
H 3.076 3.929 -1.939
H 3.946 2.668 -0.999
H 4.637 4.279 -1.213
H 2.023 5.913 -0.636
H 3.590 6.263 0.104
H 2.189 5.948 1.133
H -1.784 3.468 -1.451
H -0.700 5.855 -3.025
H -2.360 5.251 -3.099
H -1.040 4.235 -3.675
H -0.946 6.266 -0.533
H -1.426 4.933 0.543
H -2.605 5.662 -0.551
H 0.545 -2.541 -3.396
H -2.115 -1.688 -2.140
H -0.813 -2.554 -1.312
H -1.661 -3.325 -2.651
H -1.672 -0.761 -4.531
H -1.322 -2.412 -5.034
H -0.126 -1.152 -5.323
I -2.932 -1.622 1.195
C -2.967 -3.688 0.831
C -4.258 -4.089 0.596
C -4.607 -5.441 0.431
C -3.636 -6.381 0.551
C -2.291 -6.009 0.792
C -1.351 -7.056 0.948
C -0.042 -6.792 1.195
C 0.371 -5.453 1.229
C -0.484 -4.389 1.051
P 0.397 -2.772 0.998
C 1.649 -3.047 -0.313
C 2.683 -2.117 -0.456
C 3.577 -2.200 -1.512
C 3.449 -3.209 -2.458
C 2.419 -4.129 -2.337
C 1.523 -4.047 -1.278
C 1.290 -2.870 2.590
C 2.650 -3.122 2.727
C 3.220 -3.217 3.992
C 2.436 -3.073 5.125
C 1.075 -2.826 4.994
C 0.508 -2.719 3.735
C -1.892 -4.638 0.890
H -5.048 -3.350 0.555
H -5.637 -5.714 0.245
H -3.864 -7.437 0.470
H -1.713 -8.076 0.880
H 0.677 -7.588 1.341
H 1.425 -5.250 1.381
H 2.799 -1.312 0.257
H 4.377 -1.474 -1.586
H 4.152 -3.281 -3.279
H 2.309 -4.923 -3.066
H 0.728 -4.779 -1.205
H 3.276 -3.255 1.854
H 4.282 -3.407 4.086
H 2.882 -3.152 6.109
H 0.454 -2.719 5.876
H -0.558 -2.532 3.647
F 3.626 1.860 3.589
C 3.366 0.589 3.229
F 2.591 0.055 4.182
F 4.521 -0.085 3.225
C 2.720 0.578 1.820
O 3.438 0.955 0.903
O 1.513 0.167 1.738
```

Total charge = +1
E_LUMO = -2.33 eV
HOMO = -10.3 eV

Here are the Mulliken charges for atoms 1 to 8, given in e:
1. Ca 1.50
2. Br -0.14
3. C -0.37
4. C -1.38
5. C -0.71
6. N 0.50
7. C 0.46
8. C -0.96


A molecular structure, C47H52HfN7O2PS4Si in a non-equilibrium geometry. Source: the OMol25 dataset; level of theory: ωB97M-V/def2-TZVPD.

Structure (XYZ):
```
115
Properties=species:S:1:pos:R:3
Hf 0.209 0.848 -0.075
C 6.145 1.576 -2.217
Si 4.704 1.591 -3.407
C 5.191 2.521 -4.959
C 4.190 -0.145 -3.869
C 3.273 2.549 -2.625
C 2.964 3.838 -3.015
C 1.862 4.517 -2.486
C 1.057 3.845 -1.601
N 1.345 2.607 -1.170
C 2.453 1.989 -1.619
S 2.730 0.462 -0.840
H 7.023 1.126 -2.682
H 5.900 0.998 -1.327
H 6.409 2.586 -1.905
H 5.879 1.912 -5.546
H 5.692 3.465 -4.746
H 4.324 2.731 -5.586
H 4.769 -0.469 -4.735
H 3.133 -0.210 -4.126
H 4.359 -0.846 -3.056
H 3.574 4.334 -3.760
H 1.618 5.525 -2.789
H 0.143 4.270 -1.210
C -2.394 3.482 0.527
O -0.979 3.337 0.590
C -0.457 3.931 1.769
C 1.044 3.782 1.767
O 1.456 2.422 1.855
C 1.682 2.018 3.207
H -2.658 4.543 0.581
H -2.870 2.938 1.348
H -2.725 3.064 -0.420
H -0.908 3.451 2.648
H -0.712 5.000 1.788
H 1.466 4.349 2.603
H 1.466 4.182 0.845
H 2.295 2.769 3.712
H 2.206 1.068 3.171
H 0.736 1.880 3.737
N -7.960 -2.732 -5.747
C -7.073 -2.134 -5.330
C -5.963 -1.381 -4.808
C -5.721 -0.097 -5.285
C -4.658 0.631 -4.781
C -3.840 0.058 -3.817
C -4.068 -1.225 -3.341
C -5.142 -1.942 -3.834
N -2.745 0.802 -3.301
C -1.938 1.694 -3.975
C -1.019 2.118 -3.077
N -1.250 1.521 -1.849
C -2.278 0.715 -2.044
H -6.371 0.331 -6.035
H -4.477 1.641 -5.121
H -3.399 -1.666 -2.619
H -5.333 -2.943 -3.477
H -2.063 1.896 -5.022
H -0.211 2.804 -3.250
H -2.715 0.085 -1.286
N -0.303 -0.864 -0.685
C -0.432 -1.632 -1.816
C 0.125 -1.252 -3.049
C -0.091 -1.994 -4.198
C -0.858 -3.154 -4.166
C -1.395 -3.563 -2.950
C -1.189 -2.818 -1.802
H 0.746 -0.360 -3.099
H 0.352 -1.664 -5.131
H -1.020 -3.733 -5.065
H -1.983 -4.470 -2.894
H -1.614 -3.132 -0.856
N 4.114 -1.366 1.525
C 3.123 -1.793 2.324
S 1.540 -1.271 2.185
N 3.440 -2.706 3.283
C 4.688 -3.309 3.549
C 5.463 -3.859 2.533
C 6.671 -4.467 2.842
C 7.099 -4.558 4.158
C 6.307 -4.037 5.172
C 5.111 -3.407 4.871
H 3.909 -0.603 0.895
H 5.077 -1.540 1.761
H 2.697 -2.854 3.948
H 5.105 -3.842 1.513
H 7.267 -4.893 2.047
H 8.036 -5.042 4.395
H 6.625 -4.112 6.203
H 4.501 -2.985 5.660
S -4.235 -0.147 0.528
P -3.106 -0.151 2.137
S -1.229 0.691 2.144
C -3.918 0.787 3.479
C -3.249 1.015 4.680
C -3.875 1.689 5.712
C -5.179 2.146 5.556
C -5.848 1.920 4.366
C -5.222 1.239 3.329
C -2.997 -1.831 2.821
C -4.176 -2.572 2.915
C -4.159 -3.836 3.474
C -2.964 -4.378 3.936
C -1.794 -3.646 3.837
C -1.809 -2.371 3.287
H -2.234 0.661 4.806
H -3.348 1.859 6.642
H -5.668 2.676 6.363
H -6.864 2.271 4.237
H -5.736 1.064 2.394
H -5.100 -2.160 2.532
H -5.076 -4.406 3.541
H -2.950 -5.370 4.366
H -0.858 -4.067 4.181
H -0.892 -1.811 3.203
```

E_LUMO = 0.22 eV
HOMO = -6.6 eV

Here are the Mulliken charges for atoms 1 to 8, given in e:
1. Hf -0.62
2. C -0.97
3. Si 0.12
4. C -1.23
5. C -0.77
6. C -0.10
7. C -0.14
8. C -1.46


A molecular structure, C47H52IN11O2PPbSSi in a non-equilibrium geometry. Source: the OMol25 dataset; level of theory: ωB97M-V/def2-TZVPD.

Structure (XYZ):
```
117
Properties=species:S:1:pos:R:3
Pb -0.268 -0.732 -0.622
C 4.965 -0.920 3.572
C 4.170 -0.082 2.614
C 3.564 1.053 2.984
C 2.607 1.757 2.075
C 2.899 1.543 0.589
N 2.601 2.350 -0.333
C 2.266 3.686 -0.076
C 3.200 4.497 0.576
C 3.011 5.855 0.753
C 1.857 6.467 0.286
C 1.641 7.952 0.405
C 0.914 5.670 -0.348
C 1.087 4.302 -0.534
N 0.032 3.601 -1.178
C -1.291 3.928 -1.123
C -1.946 3.101 -1.991
C -0.926 2.300 -2.543
N 0.263 2.602 -2.047
C 3.416 0.185 0.296
C 4.015 -0.550 1.244
N 3.415 -0.238 -1.055
C 4.493 -0.313 -1.876
C 4.014 -0.474 -3.150
C 2.614 -0.472 -3.004
N 2.259 -0.331 -1.740
H 5.083 -0.411 4.527
H 5.955 -1.154 3.177
H 4.447 -1.866 3.749
H 3.688 1.446 3.986
H 2.509 2.810 2.307
H 4.123 4.035 0.906
H 3.776 6.442 1.247
H 2.265 8.381 1.187
H 0.599 8.182 0.622
H 1.897 8.443 -0.537
H 0.025 6.137 -0.751
H -1.673 4.686 -0.459
H -3.003 3.055 -2.192
H -1.012 1.554 -3.319
H 4.436 -1.512 0.970
H 5.498 -0.244 -1.491
H 4.586 -0.561 -4.058
H 1.859 -0.552 -3.772
C -2.283 -2.295 3.381
N -3.047 -2.332 2.147
C -4.397 -2.068 2.012
C -4.701 -2.218 0.715
N -3.534 -2.578 0.053
C -2.510 -2.625 0.945
S -0.870 -3.058 0.744
C -3.484 -2.758 -1.358
C -4.547 -3.396 -1.985
C -4.500 -3.545 -3.357
C -3.413 -3.034 -4.050
C -2.413 -2.413 -3.323
N -2.433 -2.295 -1.999
H -2.918 -1.904 4.172
H -1.410 -1.660 3.247
H -1.940 -3.295 3.641
H -5.018 -1.796 2.848
H -5.622 -2.051 0.187
H -5.386 -3.762 -1.409
H -5.298 -4.056 -3.878
H -3.345 -3.114 -5.126
H -1.547 -1.989 -3.821
I -6.013 5.722 2.889
C -5.069 4.173 1.831
C -5.834 3.173 1.250
C -5.196 2.121 0.606
C -3.810 2.068 0.546
C -3.060 3.098 1.105
C -3.684 4.156 1.749
C -3.119 0.884 -0.090
O -3.663 0.275 -1.010
O -1.972 0.610 0.433
H -6.915 3.215 1.295
H -5.774 1.329 0.147
H -1.980 3.053 1.037
H -3.102 4.958 2.187
C 0.404 3.483 3.769
Si 0.160 1.628 3.770
C 1.024 0.793 5.213
C -1.637 1.151 3.643
C 1.220 1.059 2.207
C 0.707 0.149 1.497
H -0.307 3.951 4.456
H 0.234 3.912 2.777
H 1.407 3.767 4.096
H 0.283 0.435 5.933
H 1.670 1.497 5.744
H 1.631 -0.058 4.900
H -2.268 2.008 3.889
H -1.876 0.352 4.348
H -1.891 0.829 2.629
C 1.682 -6.330 -1.967
N 0.485 -6.124 -2.779
C 0.859 -6.063 -4.186
N 1.862 -5.040 -4.467
C 3.033 -5.294 -3.631
N 2.724 -5.331 -2.205
C 2.333 -4.017 -1.706
P 0.773 -3.339 -2.503
C -0.233 -4.922 -2.368
C 1.348 -3.691 -4.267
H 2.093 -7.315 -2.197
H 1.400 -6.297 -0.913
H -0.033 -5.862 -4.782
H 1.271 -7.030 -4.478
H 3.777 -4.517 -3.816
H 3.452 -6.260 -3.917
H 3.146 -3.309 -1.891
H 2.173 -4.074 -0.625
H -1.117 -4.806 -3.002
H -0.571 -5.035 -1.338
H 2.143 -2.984 -4.514
H 0.515 -3.518 -4.954
```

Total charge = +1
E_LUMO = -3.14 eV
HOMO = -10.0 eV

Here are the Mulliken charges for atoms 1 to 8, given in e:
1. Pb 0.80
2. C -1.84
3. C 0.85
4. C -2.01
5. C 1.29
6. C -0.64
7. N -0.48
8. C 0.63


A molecular structure, C47H53GeHfN9O3PS in a non-equilibrium geometry. Source: the OMol25 dataset; level of theory: ωB97M-V/def2-TZVPD.

Structure (XYZ):
```
116
Properties=species:S:1:pos:R:3
Hf 1.110 -1.140 0.084
N 0.912 0.797 2.481
N 2.292 0.489 2.436
C 2.624 -0.884 2.356
N 3.834 -1.285 2.601
N 1.550 -1.627 2.079
N 1.618 -2.982 1.737
O 1.497 -3.056 0.337
O 2.809 -3.625 2.126
H 0.748 1.729 2.096
H 0.547 0.770 3.437
H 2.896 1.024 3.065
H 4.443 -0.527 2.899
H 3.515 -2.940 2.193
C -0.952 -3.807 3.415
C -1.210 -4.192 1.961
C -0.244 -5.290 1.535
P -1.119 -2.646 0.883
C -2.815 -1.880 1.301
C -4.004 -2.765 1.667
C -3.192 -0.986 0.128
C -1.413 -3.314 -0.790
C -2.220 -4.417 -1.020
C -2.467 -4.920 -2.288
C -3.350 -6.118 -2.493
C -1.871 -4.274 -3.368
C -1.061 -3.184 -3.179
C -0.784 -2.661 -1.890
N 0.006 -1.586 -1.715
C 0.536 -0.971 -2.876
C 1.802 -1.339 -3.361
C 2.555 -2.507 -2.783
C 2.324 -0.693 -4.475
C 1.623 0.302 -5.135
C 2.184 0.975 -6.357
C 0.347 0.611 -4.684
C -0.220 -0.021 -3.589
C -1.636 0.279 -3.204
H -1.094 -4.667 4.072
H -1.622 -3.014 3.743
H 0.071 -3.456 3.511
H -2.230 -4.581 1.876
H 0.763 -5.045 1.855
H -0.233 -5.398 0.454
H -0.536 -6.239 1.988
H -2.586 -1.235 2.158
H -4.216 -3.469 0.865
H -4.884 -2.133 1.797
H -3.857 -3.312 2.595
H -3.587 -1.588 -0.687
H -2.316 -0.446 -0.233
H -3.946 -0.257 0.422
H -2.692 -4.908 -0.181
H -4.055 -6.219 -1.669
H -2.762 -7.038 -2.545
H -3.910 -6.024 -3.424
H -2.061 -4.637 -4.373
H -0.622 -2.694 -4.038
H 2.193 -2.774 -1.787
H 3.620 -2.291 -2.724
H 2.420 -3.372 -3.438
H 3.301 -0.991 -4.836
H 3.272 1.008 -6.324
H 1.807 1.992 -6.438
H 1.889 0.430 -7.259
H -0.230 1.362 -5.206
H -2.123 0.864 -3.982
H -1.661 0.843 -2.271
H -2.192 -0.643 -3.037
S -0.713 1.617 -0.246
C 0.900 0.996 -0.304
N 5.099 -0.179 0.030
C 3.767 0.108 -0.290
O 3.024 -0.948 -0.407
C 3.345 1.403 -0.501
C 4.263 2.432 -0.320
N 5.058 3.245 -0.109
C 1.733 2.957 -1.484
N 1.580 3.792 -2.270
H 5.148 -1.023 0.590
H 5.617 0.598 0.413
C 1.933 1.775 -0.752
Ge -0.190 4.277 0.394
C -0.622 4.671 2.365
C -0.176 5.804 3.036
C -0.437 5.993 4.380
C -1.140 5.040 5.100
C -1.572 3.891 4.455
C -1.307 3.713 3.110
C -1.912 4.972 -0.416
C -2.781 5.823 0.252
C -3.913 6.323 -0.368
C -4.198 5.981 -1.679
C -3.346 5.125 -2.358
C -2.221 4.628 -1.728
C 0.960 5.895 -0.093
C 0.650 6.736 -1.154
C 1.562 7.658 -1.635
C 2.822 7.743 -1.067
C 3.153 6.906 -0.013
C 2.230 5.992 0.458
H 0.377 6.554 2.485
H -0.098 6.895 4.876
H -1.348 5.191 6.153
H -2.124 3.140 5.011
H -1.640 2.812 2.609
H -2.568 6.101 1.278
H -4.584 6.985 0.169
H -5.081 6.379 -2.167
H -3.572 4.846 -3.380
H -1.557 3.956 -2.254
H -0.322 6.653 -1.623
H 1.304 8.300 -2.472
H 3.557 8.432 -1.466
H 4.143 6.951 0.422
H 2.508 5.313 1.255
```

Total charge = -2
E_LUMO (alpha / beta) = 4.11 / 4.11 eV
HOMO (alpha / beta) = -0.9 / -1.7 eV
Spin multiplicity = 2

Here are the Mulliken charges for atoms 1 to 8, given in e:
1. Hf -0.20
2. N -0.04
3. N -0.09
4. C 0.54
5. N -1.11
6. N -0.44
7. N 0.21
8. O -0.46


Calculated values (kJ/mol) of ΔE to the lowest compared entry with this formula, charge and spin for the records, taken in order: 36.9 90.5 204.9 4.8.